{"formula": "C24H40BrF2N2O9PSSi", "method": "ωB97M-V with the def2-TZVPD basis set", "symbols": ["C", "O", "C", "C", "C", "C", "C", "C", "N", "O", "S", "O", "O", "C", "C", "C", "O", "O", "C", "P", "O", "O", "O", "C", "C", "F", "F", "C", "C", "Si", "C", "C", "C", "C", "C", "C", "C", "C", "C", "N", "Br", "H", "H", "H", "H", "H", "H", "H", "H", "H", "H", "H", "H", "H", "H", "H", "H", "H", "H", "H", "H", "H", "H", "H", "H", "H", "H", "H", "H", "H", "H", "H", "H", "H", "H", "H", "H", "H", "H", "H", "H"], "coordinates": [[-3.605006, 4.678428, -1.610757], [-4.270028, 3.552605, -1.109712], [-3.943884, 2.318395, -1.746953], [-3.763465, 1.254969, -0.669666], [-2.289732, 1.032571, -0.351425], [-1.959768, 0.023585, 0.759317], [-2.956346, 0.216242, 1.900541], [-2.963399, 1.635615, 2.500037], [-2.992270, 1.565699, 3.978838], [-0.624357, 0.455455, 1.196099], [-0.081121, 0.066797, 2.690453], [0.917418, 1.080370, 2.933248], [0.870936, -1.229461, 2.339826], [0.310896, -2.398026, 1.719425], [1.554074, -3.280483, 1.458514], [1.378306, -4.758555, 1.200240], [2.217418, -5.551343, 1.474718], [0.198232, -5.126094, 0.592429], [-0.573640, -3.088818, 2.778672], [0.051302, -3.530026, 4.405427], [-1.059153, -3.951210, 5.266646], [1.164069, -4.655579, 4.217107], [0.861608, -2.251856, 4.917566], [-0.384198, -2.106596, 0.349432], [0.682297, -1.561689, -0.694998], [0.088383, -0.823676, -1.669580], [1.110240, -2.721004, -1.338096], [1.897581, -0.753762, -0.274609], [2.961349, -0.675449, -1.399159], [3.680583, 1.047440, -1.666325], [3.585228, 2.106265, -0.125840], [5.471717, 0.834627, -2.167306], [2.747688, 1.821346, -3.096868], [2.975669, 1.338507, -4.392506], [2.312874, 1.869573, -5.491906], [1.408258, 2.908298, -5.319767], [1.158036, 3.397660, -4.042410], [1.815856, 2.854437, -2.942653], [-1.834918, -1.497172, 0.337981], [-2.641700, -2.295295, 1.200850], [-2.610902, -1.870500, -1.529339], [-3.942979, 4.946595, -2.616195], [-2.526809, 4.520463, -1.634390], [-3.813699, 5.510566, -0.943990], [-3.015921, 2.449087, -2.308271], [-4.751675, 2.053687, -2.428043], [-4.311885, 1.639514, 0.187168], [-4.252738, 0.337451, -0.986905], [-1.887957, 1.984816, 0.001151], [-1.757535, 0.797770, -1.261892], [-3.950237, -0.062693, 1.552901], [-2.743760, -0.456538, 2.725101], [-2.071171, 2.173145, 2.195882], [-3.843389, 2.170476, 2.155175], [-3.840889, 1.979347, 4.337283], [-2.236463, 2.110833, 4.371016], [2.210082, -3.196109, 2.319983], [2.129716, -2.933028, 0.610237], [0.358939, -5.261577, -0.350206], [-1.065132, -3.983135, 2.411445], [-1.369868, -2.406443, 3.065295], [2.071020, -4.347214, 4.309750], [0.803412, -2.249471, 5.884421], [-0.576506, -3.106128, -0.025550], [1.542780, 0.235673, -0.011834], [2.375615, -1.139131, 0.612324], [3.760016, -1.384437, -1.183487], [2.536586, -0.982202, -2.354579], [3.731768, 1.500610, 0.766820], [2.600605, 2.562261, -0.025823], [4.326588, 2.900365, -0.162683], [5.570791, 0.264935, -3.089234], [5.971174, 1.794131, -2.281423], [5.989371, 0.279173, -1.384254], [3.681039, 0.531926, -4.544446], [2.512076, 1.484987, -6.481766], [0.905485, 3.338697, -6.173033], [0.462994, 4.208946, -3.906479], [1.610001, 3.248325, -1.956459], [-2.437329, -3.274605, 1.053229], [-3.620249, -2.173350, 0.974276]], "forces_ev_per_a": [[0.0, 0.1, -0.2], [0.0, -0.2, 0.3], [0.1, 0.4, 0.3], [-0.2, 0.0, -0.3], [0.0, 0.2, 0.2], [0.0, 0.3, -0.3], [0.0, 0.0, 0.5], [-0.1, -0.3, 0.5], [0.0, 0.2, -0.2], [0.0, -0.6, 0.0], [0.4, 0.2, 0.0], [-0.2, -0.1, 0.1], [-0.2, 0.4, -0.5], [0.0, -0.5, 0.3], [0.0, -0.2, 0.4], [-0.1, 0.2, 0.1], [0.3, -0.3, 0.0], [-0.2, 0.2, -0.2], [0.1, 0.5, 0.2], [-0.5, -0.3, 0.0], [0.3, 0.1, -0.1], [0.1, -0.1, 0.0], [0.1, -0.1, 0.3], [0.0, 0.3, -0.3], [-0.3, -0.1, 0.3], [-0.3, 0.0, -0.1], [0.1, 0.0, -0.1], [0.5, 0.2, -0.3], [-0.3, 0.0, 0.2], [0.2, -0.1, -0.1], [-0.3, -0.2, -0.2], [-0.1, -0.1, 0.2], [-0.2, 0.2, -0.1], [-0.2, 0.2, 0.1], [0.1, 0.0, 0.2], [0.0, 0.0, 0.3], [0.2, -0.2, -0.1], [0.1, -0.1, -0.3], [0.1, 0.0, 0.3], [0.0, -0.2, -0.3], [0.2, 0.1, 0.0], [0.0, 0.0, -0.1], [0.2, 0.0, 0.0], [-0.1, 0.0, 0.1], [0.0, -0.1, -0.2], [0.0, 0.0, -0.2], [0.0, -0.1, 0.1], [0.1, -0.2, 0.0], [0.1, 0.0, 0.0], [0.2, -0.2, -0.2], [0.0, 0.0, -0.1], [0.0, -0.1, 0.0], [0.0, 0.2, -0.2], [0.1, 0.2, -0.2], [-0.1, -0.1, 0.0], [0.1, 0.0, 0.0], [0.0, 0.1, 0.0], [0.1, -0.1, 0.0], [0.0, -0.3, 0.0], [0.1, -0.2, -0.1], [-0.2, 0.0, -0.1], [0.1, 0.0, 0.0], [0.0, 0.2, 0.0], [0.0, -0.1, -0.1], [-0.3, 0.1, 0.1], [-0.1, 0.1, 0.1], [0.1, -0.1, 0.0], [0.0, 0.0, -0.1], [0.2, 0.0, 0.1], [-0.1, 0.1, 0.1], [0.1, 0.1, 0.1], [0.0, 0.0, -0.1], [0.0, 0.1, -0.1], [0.1, 0.0, 0.0], [0.1, -0.1, -0.1], [0.0, 0.0, -0.1], [-0.1, 0.0, -0.1], [-0.2, 0.1, 0.0], [0.0, 0.1, 0.1], [-0.1, -0.1, -0.1], [-0.1, 0.1, 0.2]], "mulliken_charge": [-0.69, -0.38, -0.98, -0.19, -2.27, 2.04, -1.55, -0.91, -0.55, -0.24, 0.60, -0.69, -0.59, 1.35, -1.38, 0.14, -0.55, -0.49, -0.75, 0.71, -0.75, -0.53, -0.47, -0.82, -0.35, -0.28, -0.44, -0.31, -0.92, 0.20, -1.13, -1.16, 0.73, -0.28, -0.75, -0.42, -0.70, -0.19, -0.27, -0.34, -0.05, 0.30, 0.28, 0.25, 0.42, 0.36, 0.20, 0.45, 0.31, 0.93, 1.00, 0.41, 0.37, 0.39, 0.23, 0.23, 0.71, 0.26, 0.37, 0.91, -0.24, 0.33, 0.30, 1.61, 0.17, 0.74, 0.38, 0.56, 0.38, 0.23, 0.37, 0.33, 0.36, 0.33, 0.25, 0.39, 0.39, 0.42, 0.28, 0.31, 0.34], "orbital_gap_ha": 0.3540, "energy_ev": -150426.213}